Entry 1:
Density functional theory data (the ωB97M-V functional and the def2-TZVPD basis) for C2HCaLiO2 as an isolated structure.

The calculation puts the energy above the lowest of the compared OMol25 structures with the same formula, charge and spin at 113.8 kcal per mole. Its charge is 0. The value obtained for the orbital gap (spin up / spin down) is 4.9 / 5.2 eV. The value obtained for the LUMO energy (spin up / spin down) is -1.27 / -0.79 eV. The molar mass comes out at 104.0 Da.

Cartesian coordinates (Å):
O1 -1.64 -0.02 0.39
C1 -1.01 0.93 -0.22
C2 0.24 0.65 -0.81
H1 0.16 0.08 -1.75
Li1 -0.61 -1.59 0.24
Ca1 1.39 0.02 2.25
O2 1.47 -0.07 -0.10

=====

Entry 2:
Density functional theory data (the ωB97M-V functional and the def2-TZVPD basis) for a 2-piece molecular cluster, H4O2 overall.

The calculation puts the energy above the lowest of the compared OMol25 structures with the same formula, charge and spin at 5.5 kcal per mole. Its charge is 0. The value obtained for the orbital gap is 12.1 eV. The SMILES is O.O. The value obtained for the LUMO energy is 0.63 eV. The molar mass comes out at 36.0 Da.

Cartesian coordinates (Å):
H1 1.22 -0.70 -0.43
H2 1.20 0.67 -0.11
H3 -1.23 -0.54 0.70
H4 -1.58 0.80 0.06
O1 1.78 -0.08 -0.04
O2 -1.39 -0.14 -0.18